# 1
ORCA calculation (the ωB97M-V functional and the def2-TZVPD basis) on 3 unconnected molecules or ions with the total composition C25H54N3O7.

Cartesian coordinates (Å):
C  -9.490  1.111  -0.318
C  -9.666  -0.360  0.357
O  -8.393  -0.967  0.709
C  -7.856  -0.334  1.861
O  -8.430  -0.429  2.981
C  -6.501  0.504  1.826
C  -5.560  0.046  3.076
C  -4.157  0.788  2.864
N  -2.999  0.171  3.585
C  -1.886  -0.170  2.700
N  -1.674  -1.611  2.448
N  -1.057  0.702  2.118
C  -1.206  2.187  2.342
C  0.177  2.995  2.259
C  -0.007  4.399  1.473
O  1.036  5.019  1.175
O  -1.262  4.933  1.076
O  -0.108  0.182  1.310
C  -0.451  0.415  -0.110
C  0.888  0.172  -0.948
C  2.216  0.812  -0.247
C  0.800  0.538  -2.503
C  -0.017  1.867  -2.872
C  0.314  3.151  -1.957
C  -1.617  1.609  -3.048
H  -10.525  1.602  -0.230
H  -8.753  1.757  0.261
H  -9.227  1.024  -1.431
H  -10.356  -0.223  1.260
H  -10.218  -1.068  -0.365
H  -5.903  0.301  0.858
H  -6.709  1.636  1.869
H  -5.500  -1.088  3.142
H  -6.088  0.488  4.002
H  -3.947  0.803  1.726
H  -4.235  1.899  3.162
H  -2.706  0.702  4.414
H  -2.255  -2.146  3.128
H  -0.704  -1.768  2.800
H  -1.967  2.535  1.545
H  -1.714  2.408  3.349
H  0.447  3.287  3.343
H  1.038  2.392  1.826
H  -1.687  4.327  0.416
H  -1.205  -0.397  -0.444
H  -0.966  1.413  -0.292
H  1.082  -0.968  -0.903
H  2.399  0.209  0.722
H  2.098  1.915  0.009
H  3.147  0.630  -0.895
H  0.355  -0.318  -3.134
H  1.878  0.685  -2.889
H  0.329  2.161  -3.937
H  -0.595  3.861  -2.058
H  0.417  2.932  -0.846
H  1.206  3.752  -2.369
H  -2.131  2.500  -3.545
H  -1.694  0.696  -3.749
H  -2.138  1.347  -2.069
C  7.366  -0.436  1.394
C  6.056  -0.553  2.152
O  5.097  -1.375  1.498
C  5.457  -2.738  1.313
C  5.677  -3.485  2.617
H  7.188  -0.150  0.354
H  8.013  0.311  1.862
H  7.907  -1.385  1.383
H  5.606  0.441  2.229
H  6.221  -0.900  3.177
H  6.331  -2.818  0.659
H  4.626  -3.205  0.778
H  6.565  -3.122  3.140
H  5.814  -4.552  2.428
H  4.824  -3.351  3.288
C  4.242  -2.204  -5.767
C  3.919  -1.470  -4.478
O  2.971  -2.150  -3.664
C  3.350  -3.432  -3.187
C  4.572  -3.398  -2.286
H  3.326  -2.470  -6.301
H  4.862  -1.580  -6.416
H  4.788  -3.130  -5.573
H  3.472  -0.504  -4.727
H  4.828  -1.255  -3.907
H  3.493  -4.126  -4.022
H  2.501  -3.810  -2.611
H  5.472  -3.127  -2.843
H  4.742  -4.379  -1.835
H  4.444  -2.660  -1.490

As for the total charge: +1. The value obtained for the gap between HOMO and LUMO is 7.8 eV.

Atomic partial charges in e from the Mulliken method, atoms 1 to 4:
1. C -0.758
2. C -0.308
3. O -0.328
4. C 0.310

# 2
ORCA calculation (the ωB97M-V functional and the def2-TZVPD basis) on C3H2O3 in the gas phase.

Cartesian coordinates (Å):
O  2.130  0.166  0.265
C  1.234  -0.200  -0.455
C  -0.109  0.335  -0.364
O  -0.663  1.354  0.387
C  -1.216  0.054  0.530
O  -1.450  -0.277  -0.781
H  1.410  -1.004  -1.102
H  -1.335  -0.428  1.520

The value obtained for the energy above the lowest of the compared OMol25 structures with the same formula, charge and spin is 4.944 eV. As for the total charge: 0. The value obtained for the gap between HOMO and LUMO is 9.6 eV.

Atomic partial charges in e from the Mulliken method, atoms 1 to 4:
1. O -0.447
2. C -0.183
3. C 0.600
4. O -0.415

# 3
ORCA calculation (the ωB97M-V functional and the def2-TZVPD basis) on 2 unconnected molecules or ions with the total composition C5H10.

Cartesian coordinates (Å):
C  -0.698  -1.188  0.180
C  -0.211  -2.124  -0.627
C  0.862  -3.089  -0.206
H  -1.529  -0.585  -0.165
H  -0.101  -0.758  0.972
H  -0.569  -2.289  -1.639
H  1.687  -2.589  0.306
H  0.487  -3.847  0.487
H  1.252  -3.683  -1.016
C  0.250  3.479  0.854
C  -0.308  3.027  -0.257
H  1.282  3.795  0.841
H  -0.322  3.549  1.768
H  0.223  2.951  -1.193
H  -1.319  2.641  -0.192

The value obtained for the energy above the lowest of the compared OMol25 structures with the same formula, charge and spin is 2.140 eV. As for the total charge: 0. The value obtained for the gap between HOMO and LUMO is 10.7 eV.

Atomic partial charges in e from the Mulliken method, atoms 1 to 4:
1. C -0.770
2. C 0.056
3. C -0.995
4. H 0.240

# 4
ORCA calculation (the ωB97M-V functional and the def2-TZVPD basis) on a molecular structure, C25H31BrN4O4S4W.

Cartesian coordinates (Å):
W  -0.042  0.118  -0.608
O  2.747  1.098  -3.501
C  1.911  1.143  -2.639
N  1.363  0.024  -2.014
C  1.899  -1.239  -2.501
C  1.641  -2.282  -1.472
C  2.178  -3.557  -1.535
C  1.893  -4.457  -0.526
C  1.084  -4.047  0.528
C  0.585  -2.765  0.529
N  0.849  -1.889  -0.463
C  1.350  2.402  -2.088
C  1.752  3.647  -2.521
C  1.128  4.760  -1.978
C  0.141  4.568  -1.021
C  -0.190  3.283  -0.627
N  0.407  2.207  -1.159
H  2.966  -1.138  -2.707
H  1.424  -1.515  -3.450
H  2.813  -3.826  -2.368
H  2.300  -5.459  -0.552
H  0.841  -4.712  1.344
H  -0.053  -2.412  1.327
H  2.524  3.711  -3.274
H  1.402  5.757  -2.295
H  -0.376  5.404  -0.572
H  -0.947  3.104  0.122
C  1.519  3.006  2.925
C  2.088  2.387  1.649
S  1.534  0.729  1.186
C  2.205  -0.392  2.433
C  1.539  -0.327  3.803
S  -0.252  -0.562  3.699
C  -0.864  0.638  4.904
C  -0.366  2.083  4.812
S  -0.273  2.848  3.162
H  1.765  4.068  2.899
H  2.017  2.600  3.802
H  3.177  2.345  1.718
H  1.854  3.001  0.782
H  3.274  -0.189  2.507
H  2.095  -1.381  1.992
H  1.737  0.628  4.280
H  1.991  -1.097  4.429
H  -0.663  0.273  5.913
H  -1.948  0.601  4.778
H  0.613  2.193  5.277
H  -1.040  2.704  5.402
C  -2.665  -4.249  -2.881
C  -2.395  -2.788  -3.083
C  -2.901  -2.086  -4.172
C  -2.645  -0.737  -4.291
C  -1.882  -0.106  -3.322
Br  -1.614  1.737  -3.559
N  -1.378  -0.746  -2.258
C  -1.650  -2.070  -2.171
H  -2.457  -4.812  -3.791
H  -3.714  -4.409  -2.627
H  -2.057  -4.660  -2.077
H  -3.499  -2.591  -4.921
H  -3.030  -0.162  -5.119
H  -1.264  -2.574  -1.300
C  -3.081  0.529  2.007
S  -2.658  0.027  0.391
O  -1.503  -0.956  0.504
O  -3.793  -0.450  -0.308
O  -1.902  1.154  -0.267
H  -3.498  -0.337  2.520
H  -3.833  1.311  1.910
H  -2.174  0.893  2.485

The value obtained for the energy above the lowest of the compared OMol25 structures with the same formula, charge and spin is 0.000 eV. As for the total charge: +2. The value obtained for the gap between HOMO and LUMO (spin up / spin down) is 7.0 / 7.0 eV.

Atomic partial charges in e from the Mulliken method, atoms 1 to 4:
1. W -0.961
2. O -0.628
3. C 0.065
4. N 1.120